Below is a 12-piece molecular cluster, C54H127N18O17P5 overall at a distorted geometry, with properties calculated with ωB97M-V with the def2-TZVPD basis set.

Summary:
LUMO level	-0.1	eV
Kohn-Sham gap	0.296	Ha
SMILES	CN(C)P(=O)(N(C)C)N(C)C.CN(C)P(=O)(N(C)C)N(C)C.CN(C)P(=O)(N(C)C)N(C)C.CN(C)P(=O)(N(C)C)N(C)C.CN(C)P(=O)(N(C)C)N(C)C.O=C1OCCO1.O=C1OCCO1.O=C1OCCO1.O=C1OCCO1.CCCC#N.CCCC#N.CCCC#N
energy relative to the best compared isomer or geometry (same formula, charge and spin)	3.098	eV
HOMO energy	-0.301	hartree
net charge	0

Last column: Mulliken charge in e.
CARTESIAN COORDINATES (ANGSTROEM)
C -11.6085 -3.4113 -4.3607  -1.175
N -11.3950 -2.5369 -5.4909  0.342
C -12.2557 -2.8106 -6.6716  -1.078
P -10.1288 -1.3626 -5.6085  0.560
O -10.0567 -0.6644 -6.9208  -0.826
N -10.3914 -0.2813 -4.2189  0.040
C -10.2060 -0.7248 -2.8309  -0.829
C -11.4881 0.6779 -4.4501  -0.977
N -8.6932 -2.1991 -5.1445  0.353
C -7.4597 -1.5682 -4.8245  -1.252
C -8.4173 -3.5469 -5.6715  -1.111
H -11.7446 -4.4727 -4.5679  0.390
H -12.4407 -2.9531 -3.8262  0.334
H -10.7387 -3.4032 -3.7039  0.354
H -11.6227 -2.8603 -7.5576  0.351
H -13.0295 -2.0496 -6.7721  0.278
H -12.6753 -3.8132 -6.5884  0.366
H -10.1099 0.1577 -2.1985  0.397
H -10.9936 -1.4258 -2.5545  0.229
H -9.2061 -1.1542 -2.7684  0.199
H -11.4327 0.9255 -5.5102  0.340
H -12.4495 0.2391 -4.1835  0.297
H -11.3911 1.6022 -3.8806  0.321
H -7.1573 -2.0572 -3.8984  0.406
H -6.7702 -1.5882 -5.6685  0.340
H -7.6288 -0.5181 -4.5864  0.340
H -9.2205 -3.9898 -6.2604  0.316
H -8.0356 -4.1347 -4.8367  0.338
H -7.5889 -3.5615 -6.3798  0.357
C 3.9785 -0.6072 3.4998  -1.037
N 2.6484 -1.1160 3.1508  0.175
C 2.2986 -2.4749 3.6445  -1.065
P 1.6478 -0.1954 2.0860  0.535
O 2.2978 1.0221 1.5131  -0.851
N 1.1497 -1.3295 0.8368  0.174
C -0.1144 -1.0143 0.1792  -1.024
C 2.1987 -1.9757 -0.0046  -0.964
N 0.2115 0.1385 3.0177  0.185
C -0.5494 -0.8412 3.7879  -1.191
C -0.2406 1.5178 3.1240  -1.104
H 3.8536 0.4640 3.6576  0.284
H 4.7070 -0.7613 2.7037  0.299
H 4.3943 -1.1458 4.3514  0.447
H 1.6081 -2.3818 4.4828  0.189
H 3.2327 -3.0113 3.8113  0.482
H 1.7123 -3.0196 2.9045  0.371
H -0.5150 -1.8838 -0.3420  0.349
H -0.8324 -0.6154 0.8958  0.275
H 0.0008 -0.1868 -0.5208  0.350
H 1.7686 -2.5929 -0.7934  0.354
H 2.7902 -1.2433 -0.5541  0.304
H 2.8561 -2.5188 0.6743  0.266
H -0.5735 -1.7730 3.2229  0.416
H -0.2525 -0.9426 4.8318  0.224
H -1.5731 -0.4670 3.7774  0.496
H -1.0047 1.6628 2.3604  0.330
H 0.5944 2.1786 2.8913  0.316
H -0.7245 1.7760 4.0660  0.414
C -1.7933 -6.7779 8.4831  -1.033
N -2.1470 -8.1133 8.9151  0.197
C -3.5475 -8.2392 9.2990  -1.203
P -1.1522 -9.4854 8.5147  0.381
O 0.2301 -9.2897 8.9684  -0.782
N -1.9439 -10.8861 9.1116  0.137
C -2.7042 -11.9539 8.3631  -0.821
C -1.9030 -10.9823 10.6129  -0.901
N -1.3996 -9.5043 6.8016  0.289
C -0.2748 -9.4306 5.8945  -1.107
C -2.7187 -9.3626 6.1346  -1.101
H -2.0866 -5.9439 9.1207  0.389
H -2.2054 -6.4956 7.5143  0.337
H -0.7182 -6.7694 8.3037  0.314
H -3.5941 -8.3347 10.3838  0.324
H -3.9151 -9.1945 8.9244  0.368
H -4.2354 -7.4416 9.0185  0.347
H -2.2514 -11.9652 7.3717  0.270
H -2.7732 -12.9423 8.8174  0.339
H -3.7377 -11.6248 8.2557  0.292
H -2.4422 -10.0842 10.9142  0.227
H -2.3884 -11.8819 10.9911  0.366
H -0.8554 -11.0060 10.9131  0.285
H 0.3220 -8.6100 6.2925  0.306
H 0.2708 -10.3697 5.9862  0.319
H -0.4411 -9.3178 4.8231  0.398
H -3.4386 -8.9302 6.8294  0.331
H -3.1555 -10.2301 5.6398  0.294
H -2.6435 -8.6081 5.3516  0.437
C 6.0949 6.2686 -7.4159  -0.836
N 7.3258 6.6569 -6.7250  0.181
C 8.4511 7.0956 -7.6289  -1.021
P 7.4392 7.0108 -4.9941  0.371
O 8.7163 6.6422 -4.3317  -0.825
N 7.1683 8.6772 -5.0433  0.205
C 7.8278 9.5923 -4.0782  -0.871
C 5.9186 9.2339 -5.5438  -0.832
N 6.0462 6.2704 -4.2168  0.192
C 5.6693 6.8430 -2.9143  -0.955
C 5.9038 4.8232 -4.2549  -1.050
H 5.3839 7.0831 -7.2771  0.195
H 5.5195 5.4362 -7.0109  0.231
H 6.1605 6.0927 -8.4896  0.399
H 8.1941 7.9908 -8.1952  0.317
H 8.6098 6.2967 -8.3534  0.383
H 9.3381 7.2725 -7.0206  0.306
H 7.7402 10.6015 -4.4806  0.352
H 7.2121 9.5240 -3.1813  0.297
H 8.8075 9.1627 -3.8688  0.269
H 5.6647 8.8915 -6.5470  0.149
H 5.0641 8.9707 -4.9204  0.282
H 6.0190 10.3144 -5.6463  0.394
H 5.6849 7.9325 -2.8847  0.191
H 4.6361 6.6045 -2.6621  0.378
H 6.2994 6.5581 -2.0717  0.314
H 6.5497 4.3559 -3.5116  0.325
H 6.1893 4.4674 -5.2448  0.312
H 4.8677 4.5653 -4.0353  0.344
C -6.0932 8.9569 -6.0450  -1.070
N -5.6775 7.5170 -5.7556  0.254
C -6.8537 6.6151 -5.8110  -1.178
P -4.1229 7.0517 -6.1922  0.361
O -3.9368 6.9256 -7.6753  -0.840
N -3.1454 8.2998 -5.4852  0.245
C -1.8179 8.5498 -6.1057  -1.001
C -3.2152 8.7501 -4.0624  -1.168
N -3.7441 5.6649 -5.2139  0.246
C -4.0927 5.6300 -3.8180  -1.045
C -2.6200 4.7854 -5.5663  -1.078
H -5.3997 9.4276 -6.7418  0.351
H -6.0836 9.5410 -5.1247  0.235
H -7.0877 8.9619 -6.4911  0.469
H -6.7171 5.6489 -5.3253  0.339
H -6.9653 6.3487 -6.8620  0.386
H -7.7582 6.9765 -5.3217  0.448
H -1.3324 9.3226 -5.5098  0.437
H -1.2075 7.6467 -6.0990  0.267
H -1.8782 8.9689 -7.1101  0.251
H -3.1674 9.8391 -4.0643  0.384
H -4.1724 8.5044 -3.6024  0.366
H -2.3953 8.4050 -3.4326  0.374
H -5.0182 6.1440 -3.5586  0.295
H -4.3103 4.6075 -3.5091  0.372
H -3.2814 6.0506 -3.2238  0.286
H -1.7524 5.0287 -4.9530  0.307
H -2.4285 4.8509 -6.6373  0.332
H -2.9298 3.7552 -5.3911  0.375
O 1.8581 -2.4774 -8.6592  -0.461
C 2.9960 -2.5476 -8.4941  0.619
O 3.5447 -3.3321 -7.5669  -0.314
C 4.8852 -3.2741 -7.7029  -0.249
C 5.1846 -2.3527 -8.8195  -0.279
O 3.9244 -1.8883 -9.1858  -0.331
H 5.4050 -2.8905 -6.8250  0.277
H 5.3178 -4.2226 -8.0212  0.254
H 5.5700 -2.9345 -9.6567  0.222
H 5.8459 -1.5227 -8.5707  0.262
O 8.4655 -5.9543 2.4868  -0.576
C 8.6960 -5.9097 1.3012  0.691
O 9.3680 -4.9811 0.7137  -0.286
C 9.5719 -5.3548 -0.6388  -0.287
C 8.6480 -6.5294 -0.8169  -0.287
O 8.4071 -6.9397 0.5064  -0.317
H 9.3684 -4.5283 -1.3197  0.276
H 10.5763 -5.7099 -0.8694  0.265
H 9.1080 -7.3169 -1.4139  0.268
H 7.6444 -6.2683 -1.1524  0.252
O 11.6387 2.4754 3.4957  -0.571
C 10.9415 2.6362 2.4627  0.683
O 9.7123 3.1176 2.4810  -0.298
C 9.2213 3.0991 1.1703  -0.336
C 10.1267 2.1163 0.4669  -0.273
O 11.2734 2.3202 1.1601  -0.308
H 8.1835 2.7662 1.1914  0.296
H 9.2677 4.0909 0.7206  0.241
H 10.1885 2.5024 -0.5506  0.297
H 9.6681 1.1276 0.4490  0.267
O 12.0454 -3.3432 11.9990  -0.567
C 11.8430 -3.3015 10.7740  0.687
O 10.9550 -4.0258 10.1351  -0.331
C 11.0526 -4.0274 8.7412  -0.252
C 12.0668 -2.8724 8.5703  -0.269
O 12.5887 -2.6168 9.8804  -0.313
H 11.4552 -4.9948 8.4411  0.223
H 10.1163 -3.8792 8.2032  0.275
H 11.4815 -2.0821 8.1002  0.247
H 12.7832 -3.1034 7.7820  0.298
C 0.6568 -11.6740 -1.7845  -1.039
C 1.0766 -10.6344 -2.8134  -0.443
C 0.6004 -9.1686 -2.5081  -0.404
C -0.8755 -9.1199 -2.3346  0.188
N -1.9987 -9.0893 -2.2302  -0.388
H 0.8702 -12.7031 -2.0734  0.316
H -0.4308 -11.6319 -1.7260  0.332
H 1.1630 -11.4133 -0.8551  0.277
H 0.7243 -10.9392 -3.7988  0.301
H 2.1458 -10.4622 -2.9367  0.295
H 1.0198 -8.5312 -3.2866  0.305
H 0.9866 -8.7714 -1.5694  0.261
C -8.1249 2.5680 6.0384  -1.140
C -8.8331 2.6912 7.3536  -0.379
C -8.1100 3.8041 8.1429  -0.453
C -6.7107 3.5105 8.3574  0.260
N -5.5865 3.2247 8.5031  -0.443
H -8.7332 1.8810 5.4501  0.333
H -7.1450 2.0959 6.1091  0.345
H -7.9750 3.5570 5.6053  0.299
H -9.0509 1.7406 7.8405  0.319
H -9.8375 3.0595 7.1449  0.282
H -8.6290 3.8800 9.0984  0.291
H -8.0728 4.7989 7.6988  0.287
C -1.1077 10.2189 4.3478  -1.129
C -0.7412 9.0058 5.2404  -0.440
C -1.5213 8.9455 6.5286  -0.422
C -2.9647 9.0954 6.2893  0.242
N -4.0643 9.2545 6.1237  -0.392
H -1.2249 11.1774 4.8534  0.311
H -1.9436 10.0268 3.6751  0.340
H -0.2665 10.2678 3.6563  0.347
H 0.3286 8.8622 5.3925  0.368
H -0.9718 8.1764 4.5718  0.240
H -1.2722 9.7662 7.2013  0.239
H -1.2615 8.0486 7.0910  0.297